Entry 1:
# C52H60O2

A cluster of 10 separate species, C52H60O2 in total at a distorted geometry (ωB97M-V/def2-TZVPD, the Open Molecules 2025 dataset).

```
! wB97M-V def2-TZVPD RIJCOSX def2/J DEFGRID3
* xyz 0 1
C 6.3372 -26.8569 -30.6019
C 6.1072 -27.0961 -31.9536
C 7.0826 -26.8197 -32.8968
C 8.3232 -26.3363 -32.5049
C 8.5293 -26.0108 -31.1727
C 7.5512 -26.3001 -30.2258
H 5.5408 -27.0118 -29.8858
H 5.1372 -27.4563 -32.2809
H 6.8339 -26.9989 -33.9342
H 9.0565 -26.0795 -33.2581
H 9.4411 -25.5387 -30.8312
H 7.7189 -26.0526 -29.1845
C 8.5135 -38.2874 -33.9747
C 7.8902 -37.0815 -34.2954
C 8.3156 -36.2787 -35.3401
C 9.4038 -36.6960 -36.1109
C 10.0966 -37.8260 -35.7299
C 9.6302 -38.6543 -34.7070
H 8.1147 -38.8971 -33.1767
H 7.1231 -36.6767 -33.6402
H 7.7880 -35.3571 -35.5420
H 9.8205 -36.0302 -36.8581
H 11.0203 -38.0886 -36.2328
H 10.2332 -39.5304 -34.5008
C 4.9613 -24.8225 -37.0263
C 4.3462 -24.7753 -38.2672
C 3.8087 -25.9475 -38.7922
C 3.8793 -27.1477 -38.0960
C 4.4876 -27.1516 -36.8445
C 5.0349 -26.0013 -36.2956
H 5.3100 -23.8883 -36.5946
H 4.2193 -23.8415 -38.7961
H 3.2217 -25.8900 -39.7037
H 3.5990 -28.0725 -38.5810
H 4.5926 -28.0979 -36.3183
H 5.4846 -25.9956 -35.3136
C 1.9505 -31.1250 -29.0948
C 3.0752 -31.9396 -29.1434
C 4.3191 -31.4532 -29.4959
C 4.4570 -30.1037 -29.8311
C 3.3350 -29.2829 -29.7954
C 2.0962 -29.7865 -29.4385
H 0.9864 -31.5305 -28.8250
H 2.9821 -33.0018 -28.9426
H 5.1479 -32.1079 -29.7410
H 5.4259 -29.6932 -30.0842
H 3.4832 -28.2471 -30.0835
H 1.2115 -29.1593 -29.4338
C 9.8923 -26.6065 -36.0665
C 10.9044 -27.4482 -36.4947
C 10.6096 -28.6488 -37.1410
C 9.2896 -29.0682 -37.1896
C 8.2596 -28.2319 -36.7862
C 8.5689 -26.9696 -36.2912
H 10.1182 -25.7212 -35.4846
H 11.9373 -27.1235 -36.4303
H 11.4150 -29.2484 -37.5401
H 9.0581 -30.0670 -37.5325
H 7.2035 -28.4654 -36.8346
H 7.7639 -26.3265 -35.9588
C 4.3494 -34.6972 -31.2538
C 3.6564 -33.7044 -31.9519
C 2.4611 -34.0103 -32.5838
C 1.9784 -35.3189 -32.5512
C 2.7384 -36.3248 -31.9968
C 3.9450 -36.0103 -31.3501
H 5.2623 -34.4330 -30.7273
H 4.0104 -32.6839 -31.9442
H 1.9181 -33.2165 -33.0805
H 1.0824 -35.6005 -33.0963
H 2.4444 -37.3669 -31.9928
H 4.4705 -36.8324 -30.8775
C 2.5289 -30.7850 -38.5170
C 3.4443 -31.5257 -37.7831
C 3.8367 -32.7757 -38.2393
C 3.4725 -33.2511 -39.4931
C 2.6322 -32.4515 -40.2607
C 2.1487 -31.2484 -39.7724
H 2.0898 -29.8844 -38.1077
H 3.7888 -31.2179 -36.8055
H 4.3930 -33.4332 -37.5766
H 3.8278 -34.2218 -39.8082
H 2.3303 -32.8077 -41.2397
H 1.4315 -30.7158 -40.3844
C 6.1279 -32.5355 -34.9610
C 6.1023 -31.2304 -35.4233
C 6.1869 -30.1878 -34.5052
C 6.4038 -30.4239 -33.1602
C 6.5066 -31.7391 -32.7030
C 6.3626 -32.7742 -33.6118
H 6.0606 -33.3729 -35.6450
H 6.0078 -30.9626 -36.4682
H 6.2208 -29.1613 -34.8540
H 6.5598 -29.5938 -32.4855
H 6.6819 -31.9507 -31.6561
H 6.4941 -33.7980 -33.2774
C 8.1911 -32.1073 -39.2207
C 8.1890 -33.5752 -38.8431
O 8.4838 -34.4114 -39.9525
H 7.5350 -31.8492 -40.0496
H 9.1998 -31.7750 -39.4831
H 7.8993 -31.5570 -38.3236
H 7.2221 -33.9168 -38.4848
H 8.9159 -33.7141 -38.0341
H 9.2911 -34.0860 -40.3632
C 10.4896 -34.4576 -30.2826
C 9.2679 -34.2750 -31.1626
O 8.1242 -33.8952 -30.4130
H 11.2894 -35.0154 -30.7701
H 10.2154 -35.0086 -29.3781
H 10.9093 -33.5128 -29.9232
H 9.0407 -35.2314 -31.6324
H 9.4571 -33.5382 -31.9494
H 8.3545 -33.1953 -29.7947
*
```

Summary:
LUMO level: 0.0226 Eh
HOMO level: -0.3280 hartree
SMILES string: c1ccccc1.c1ccccc1.c1ccccc1.c1ccccc1.c1ccccc1.c1ccccc1.c1ccccc1.c1ccccc1.CCO.CCO


Entry 2:
# C60H146N10O15

A cluster of 10 separate species, C60H146N10O15 in total at a distorted geometry (ωB97M-V/def2-TZVPD, the Open Molecules 2025 dataset).

```
! wB97M-V def2-TZVPD RIJCOSX def2/J DEFGRID3
* xyz 0 1
C 11.9632 33.5046 3.0549
C 13.1837 34.4961 3.3516
C 14.3370 33.7416 2.6717
C 13.1351 35.8176 2.6074
C 12.1866 36.7920 3.2376
C 12.5680 36.9898 4.6950
C 12.7028 35.7395 5.5743
C 13.5591 36.2186 6.7164
C 11.1824 35.4544 5.9824
N 13.5202 34.7332 4.8024
O 13.7313 33.6236 5.5387
H 11.7189 33.4212 1.9959
H 12.0078 32.6631 3.7462
H 11.0074 33.8553 3.4443
H 14.0877 33.5295 1.6320
H 15.2711 34.2657 2.8741
H 14.4267 32.7253 3.0554
H 14.1586 36.1775 2.7125
H 13.0415 35.7421 1.5241
H 12.2015 37.6537 2.5703
H 11.1899 36.3757 3.0916
H 11.8277 37.7165 5.0294
H 13.4744 37.5848 4.8072
H 14.5421 36.6334 6.4933
H 13.9695 35.4765 7.4012
H 13.1405 36.9635 7.3932
H 11.2507 34.6215 6.6823
H 10.5007 35.1043 5.2073
H 10.7032 36.2430 6.5624
H 14.6751 33.7428 5.6682
C 10.3636 29.8108 8.8857
C 11.7438 30.4871 8.9485
C 11.7615 31.7916 8.2332
C 12.0367 30.7698 10.4373
C 12.6846 29.6137 11.2208
C 13.7796 28.7135 10.5060
C 13.2877 28.3027 9.1330
C 14.5552 27.7310 8.3585
C 12.3426 27.0887 9.3288
N 12.7475 29.4356 8.4579
O 12.7380 29.3808 7.1298
H 10.2549 29.0967 9.7020
H 9.6303 30.5602 9.1836
H 10.1301 29.2453 7.9836
H 11.1973 32.6282 8.6455
H 12.8040 32.0925 8.1292
H 11.3382 31.7064 7.2323
H 12.7140 31.6226 10.3907
H 11.1648 31.1064 10.9982
H 13.1395 29.9730 12.1438
H 11.8332 29.1430 11.7124
H 13.8002 27.8541 11.1762
H 14.7506 29.2063 10.5544
H 14.1953 27.2608 7.4434
H 14.9490 26.9002 8.9440
H 15.3540 28.4705 8.3012
H 11.7711 26.8163 8.4415
H 11.5211 27.3001 10.0133
H 12.8315 26.2468 9.8189
H 12.2468 28.6044 6.8515
C 15.2796 31.8612 10.4102
O 16.5560 32.0551 11.0263
C 17.4508 30.9367 11.1173
C 17.2128 30.0846 12.3135
C 17.2413 30.8962 13.5900
N 18.2899 29.1213 12.5429
H 15.2008 31.3022 9.4778
H 14.7796 32.8237 10.3020
H 14.7812 31.2121 11.1302
H 17.4125 30.4579 10.1388
H 18.4513 31.3691 11.1252
H 16.3190 29.5181 12.0522
H 17.1369 30.2090 14.4296
H 16.3582 31.5241 13.7079
H 18.1544 31.4851 13.6775
H 19.0789 29.5051 13.0432
H 18.5501 28.8049 11.6197
C 16.6153 26.4561 15.3339
O 17.8939 26.4687 15.8867
C 18.3523 25.0796 16.1609
C 19.6606 25.0515 16.8958
C 20.2684 23.6232 16.9867
N 19.2891 25.3834 18.2461
H 16.0418 25.6284 15.7512
H 16.8182 26.3484 14.2684
H 16.0588 27.3462 15.6274
H 17.5750 24.4605 16.6088
H 18.6468 24.6861 15.1880
H 20.3293 25.8078 16.4849
H 19.5006 22.8706 17.1663
H 21.0732 23.6328 17.7218
H 20.8087 23.3892 16.0694
H 20.0376 25.5069 18.9129
H 18.7848 26.2572 18.1984
C 19.9409 28.6505 9.0378
O 18.9468 27.9990 9.8384
C 18.8671 26.5739 9.4681
C 20.1281 25.6744 9.9319
C 20.0523 24.1383 9.6735
N 20.3558 25.7535 11.3201
H 20.1738 29.5669 9.5801
H 19.7753 28.8860 7.9865
H 20.9096 28.1518 9.0679
H 17.9775 26.2103 9.9824
H 18.7235 26.5104 8.3894
H 21.0338 25.9482 9.3907
H 19.9215 24.0418 8.5957
H 19.1750 23.6444 10.0912
H 20.9679 23.6171 9.9528
H 19.5522 25.3463 11.7767
H 20.2786 26.7233 11.5917
C 14.4692 35.5597 12.6984
O 13.1538 35.8924 12.2860
C 13.0773 37.0128 11.4509
C 11.6498 37.5113 11.3113
N 10.7906 36.4273 10.6871
C 9.3890 36.7466 10.7790
C 8.6388 35.4102 10.4931
O 9.1138 34.3917 11.3509
C 8.6172 33.0910 11.0657
H 15.0936 36.4529 12.7184
H 14.9071 34.9305 11.9235
H 14.5567 34.9364 13.5883
H 13.4996 36.6776 10.5035
H 13.7504 37.8036 11.7822
H 11.7579 38.4241 10.7254
H 11.4430 37.8773 12.3170
H 10.9317 35.5075 11.0798
H 9.0341 37.5120 10.0888
H 9.1002 37.0378 11.7889
H 8.9374 35.2778 9.4532
H 7.5516 35.4653 10.5476
H 9.1926 32.4568 11.7401
H 8.8661 32.7637 10.0563
H 7.5438 33.0709 11.2546
C 22.8914 28.2348 13.2140
O 21.9160 29.2150 13.2816
C 21.4695 29.4725 14.6654
C 20.3298 28.4819 15.1148
N 19.7517 28.9810 16.3243
C 20.6128 29.4035 17.3604
C 19.8889 29.5065 18.7801
O 19.0550 28.3222 18.9277
C 17.9334 28.5074 19.7788
H 22.5746 27.3748 13.8039
H 23.9315 28.4729 13.4367
H 22.7890 27.8005 12.2196
H 21.3544 30.5484 14.7966
H 22.3371 29.3577 15.3151
H 20.8017 27.5845 15.5150
H 19.5324 28.2176 14.4203
H 19.0479 28.3808 16.7298
H 20.8498 30.3751 16.9268
H 21.4505 28.7089 17.4227
H 19.2865 30.4025 18.9303
H 20.6565 29.4666 19.5529
H 18.1515 29.1009 20.6666
H 17.6333 27.5245 20.1420
H 17.1915 28.9555 19.1178
C 17.7627 34.4509 8.5459
O 18.4091 34.0895 7.2904
C 18.0504 35.0403 6.2402
C 18.5015 34.4343 4.9022
N 18.3471 35.3193 3.7811
C 18.7056 34.5209 2.6196
C 18.7700 35.5022 1.4886
O 17.4782 35.9715 1.1599
C 17.2823 36.9795 0.1414
H 16.8018 34.9029 8.3001
H 18.2938 35.1823 9.1551
H 17.5675 33.6396 9.2472
H 18.6101 35.9510 6.4533
H 16.9838 35.2608 6.1977
H 17.7386 33.6565 4.9355
H 19.4654 33.9255 4.9022
H 17.4522 35.7067 3.5179
H 17.9726 33.7253 2.4867
H 19.6990 34.1013 2.7786
H 19.2095 34.9920 0.6314
H 19.5724 36.2180 1.6668
H 17.6209 36.7088 -0.8587
H 17.4587 38.0196 0.4156
H 16.2268 37.1977 -0.0206
C 13.4512 33.4220 16.9321
O 14.0576 32.4543 16.1481
C 13.3594 32.2539 14.8944
C 12.0616 31.4432 14.8614
N 12.1734 30.0396 14.6125
C 13.1227 29.1302 15.2469
C 13.1775 28.8529 16.7862
O 11.9135 28.4497 17.2956
C 11.4820 29.1061 18.4940
H 13.1160 34.2574 16.3175
H 13.9706 33.6504 17.8627
H 12.5568 32.9328 17.3180
H 13.9316 31.5944 14.2419
H 13.3277 33.1600 14.2893
H 11.4072 31.8770 14.1053
H 11.5511 31.4854 15.8235
H 11.4515 29.6339 14.0343
H 14.0968 29.4262 14.8575
H 13.0456 28.2503 14.6081
H 13.3223 29.9152 16.9830
H 13.9575 28.2100 17.1941
H 10.5892 29.6640 18.2117
H 12.2226 29.7604 18.9539
H 11.1368 28.3925 19.2422
C 18.5181 34.3514 12.5478
O 19.2016 33.7287 13.6111
C 19.3629 34.4201 14.8059
C 18.2529 34.1746 15.8254
N 18.4072 32.8240 16.3291
C 17.3423 32.3298 17.1905
C 17.0222 33.3175 18.4156
O 16.0941 32.6833 19.3613
C 15.7964 33.3252 20.5203
H 18.5335 33.7008 11.6734
H 19.1329 35.1859 12.2106
H 17.4884 34.6455 12.7511
H 19.1820 35.4597 14.5328
H 20.4080 34.3743 15.1123
H 17.3053 34.4613 15.3693
H 18.5280 34.8511 16.6346
H 18.6505 32.1340 15.6329
H 17.6286 31.3491 17.5703
H 16.4519 32.1453 16.5894
H 16.6371 34.2822 18.0852
H 18.0076 33.3023 18.8812
H 16.6938 33.4249 21.1309
H 15.0232 32.6647 20.9128
H 15.4004 34.3183 20.3083
*
```

Summary:
LUMO level: 0.0216 Eh
HOMO level: -0.2820 hartree
Energy above the lowest of the compared OMol25 structures with the same formula, charge and spin: 833.9 kJ/mol
SMILES string: CC1(C)CCCC(C)(C)N1O.CC1(C)CCCC(C)(C)N1O.COC[C@H](C)N.COC[C@H](C)N.COC[C@H](C)N.COCCNCCOC.COCCNCCOC.COCCNCCOC.COCCNCCOC.COCCNCCOC


Entry 3:
# C10H22O2

A cluster of 2 separate species, C10H22O2 in total at a distorted geometry (ωB97M-V/def2-TZVPD, the Open Molecules 2025 dataset).

```
! wB97M-V def2-TZVPD RIJCOSX def2/J DEFGRID3
* xyz 0 1
C -3.1995 0.2304 -1.3689
C -2.1312 -0.6048 -2.0987
C -1.8477 -1.9221 -1.3652
C -2.6689 -0.9060 -3.4940
C -0.8849 0.1902 -2.4757
O -0.7574 1.3799 -2.5327
H -3.4778 1.0794 -2.0243
H -4.1013 -0.3994 -1.2108
H -2.8500 0.6147 -0.3909
H -1.2548 -2.6010 -2.0053
H -1.3163 -1.7782 -0.4082
H -2.7982 -2.4506 -1.1386
H -1.9392 -1.5329 -4.0350
H -3.6524 -1.4182 -3.4421
H -2.7898 0.0640 -4.0115
H -0.0504 -0.5256 -2.7933
C 1.9134 2.1151 2.2708
C 2.0703 0.6006 2.0428
C 3.5174 0.2170 2.3201
C 1.1687 -0.0674 3.0949
C 1.7624 0.1666 0.6247
O 0.4334 0.4436 0.2868
H 0.8562 2.4256 2.2012
H 2.2711 2.3465 3.2956
H 2.5155 2.7042 1.5612
H 3.6334 -0.8710 2.2153
H 4.1752 0.7183 1.5962
H 3.8187 0.5099 3.3355
H 1.2172 -1.1659 3.0402
H 1.5288 0.2405 4.0973
H 0.1198 0.2595 2.9909
H 1.9643 -0.9094 0.5142
H 2.4630 0.6689 -0.0650
H 0.2911 0.1775 -0.6275
*
```

Summary:
LUMO level: 0.0254 Eh
HOMO level: -0.3644 hartree
SMILES string: CC(C)(C)C=O.CC(C)(C)CO


Entry 4:
# C6H9N

The molecule C6H9N (ωB97M-V/def2-TZVPD, the Open Molecules 2025 dataset).

```
! wB97M-V def2-TZVPD RIJCOSX def2/J DEFGRID3
* xyz 0 1
C 2.6365 -0.2811 -0.2503
C 1.1509 -0.1887 -0.0658
C 0.1496 -1.0928 -0.2503
C -1.0828 -0.3420 0.2390
C -2.4311 -0.5326 -0.4759
C -0.6560 1.0526 0.5436
N 0.6338 1.0809 0.3997
H 3.1842 -0.2098 0.6998
H 2.8626 -1.2564 -0.6876
H 3.0353 0.4922 -0.9214
H -1.1532 -0.7629 1.2646
H -2.9306 0.4208 -0.6853
H -3.1188 -1.1425 0.1170
H -2.2614 -1.0486 -1.4236
H -1.2214 1.9153 0.8821
H 1.2022 1.8956 0.6143
*
```

Summary:
LUMO level: 0.0152 Eh
HOMO level: -0.2685 hartree
Energy above the lowest of the compared OMol25 structures with the same formula, charge and spin: 343.9 kJ/mol


Entry 5:
# C3H3N3

The molecule C3H3N3 at a distorted geometry (ωB97M-V/def2-TZVPD, the Open Molecules 2025 dataset).

```
! wB97M-V def2-TZVPD RIJCOSX def2/J DEFGRID3
* xyz 0 1
N 2.5198 -0.4485 -0.4527
C 1.4861 -0.1243 -0.0535
C 0.0849 0.0809 0.3701
N -0.6100 -1.0839 -0.1098
C -0.4146 1.4155 -0.0768
N -0.8229 2.4493 -0.3959
H 0.0515 0.1003 1.4669
H -1.4546 -1.3248 0.3747
H -0.7095 -1.1084 -1.1153
*
```

Summary:
LUMO level: 0.0136 Eh
HOMO level: -0.4053 hartree
Energy above the lowest of the compared OMol25 structures with the same formula, charge and spin: 96.4 kJ/mol
SMILES string: N#CC(N)C#N


Entry 6:
# C3H12NO2S

A cluster of 2 separate species, C3H12NO2S in total at a distorted geometry (ωB97M-V/def2-TZVPD, the Open Molecules 2025 dataset).

```
! wB97M-V def2-TZVPD RIJCOSX def2/J DEFGRID3
* xyz 1 1
C 1.2766 -0.1209 -1.4560
O 1.2746 1.1418 -2.1104
C -0.1545 -0.3179 -0.8602
C -0.2222 -1.4876 0.0151
S -1.6446 -1.6818 1.1619
N -0.5364 1.1623 -0.2589
H 1.5898 -0.7242 -2.2858
H 1.9424 -0.1785 -0.5730
H 2.0256 1.5500 -2.5139
H -0.9423 -0.4339 -1.7905
H -0.4123 -2.4221 -0.6793
H 0.7800 -1.6754 0.4073
H -1.1799 -0.7892 2.0233
H -1.5435 1.2443 -0.2644
H -0.1280 1.2993 0.6959
H -0.2434 1.8773 -0.9723
H 1.1619 2.9909 2.1359
H 1.7902 1.6281 2.5105
O 1.2039 2.1038 1.9023
*
```

Summary:
LUMO level: -0.1151 Eh
HOMO level: -0.4872 hartree
Energy above the lowest of the compared OMol25 structures with the same formula, charge and spin: 134.1 kJ/mol